ORCA calculation (ωB97M-V/def2-TZVPD) on 3 unconnected molecules or ions with the total composition C38H80I2N2O7 at a distorted geometry.

Last column: Löwdin charge in e.
CARTESIAN COORDINATES (ANGSTROEM)
C (-3.670092, -9.725254, 6.129230)  -0.138
C (-3.846014, -8.151073, 5.872396)  -0.261
C (-4.105982, -7.769935, 4.324510)  -0.229
C (-3.648267, -6.259096, 4.073958)  -0.228
C (-4.060562, -5.679893, 2.641393)  -0.210
C (-5.638849, -5.787765, 2.325015)  -0.216
C (-6.072526, -4.534829, 1.411117)  -0.210
C (-5.794782, -4.807476, -0.156328)  -0.197
C (-4.890356, -3.649058, -0.841661)  -0.227
C (-3.329016, -4.003194, -0.760019)  -0.223
C (-2.659908, -4.104276, -2.242064)  -0.189
C (-1.112734, -3.670209, -2.052964)  -0.196
C (-0.903899, -2.156483, -2.530659)  -0.232
C (-0.956416, -1.083917, -1.306029)  -0.651
I (-3.063007, -0.360950, -1.338252)  0.880
O (-0.184674, 0.087165, -1.521522)  -0.230
C (1.206850, -0.004031, -1.176347)  -0.307
C (1.791002, -1.416796, -0.764150)  -0.037
C (1.486537, 1.146020, -0.071370)  -0.129
O (1.178743, 0.720009, 1.265026)  -0.126
C (-0.118235, 1.167478, 1.695448)  -0.300
C (-0.208460, 2.772565, 1.920320)  -0.108
C (-1.186327, 3.334500, 0.757086)  -0.178
C (-2.500032, 4.033704, 1.412999)  -0.193
C (-3.771951, 3.044059, 1.470427)  -0.193
C (-4.241112, 2.770333, 2.994854)  -0.252
C (-5.832346, 3.001611, 3.190780)  -0.134
C (-0.367081, 0.524542, 3.164666)  -0.123
C (-0.676918, -1.033012, 3.120961)  -0.736
O (-0.366373, -1.794740, 2.199495)  -0.048
I (-1.745181, -1.912319, 4.832993)  0.710
H (-2.688042, -9.944098, 6.665583)  0.068
H (-3.677311, -10.348671, 5.169352)  0.069
H (-4.552564, -10.081407, 6.754299)  0.066
H (-4.756009, -7.799600, 6.459339)  0.102
H (-2.904156, -7.627874, 6.268629)  0.106
H (-3.476695, -8.462009, 3.659713)  0.113
H (-5.202653, -7.972323, 4.083412)  0.108
H (-4.092027, -5.604879, 4.903677)  0.116
H (-2.499126, -6.244541, 4.143284)  0.116
H (-3.475781, -6.154936, 1.781511)  0.105
H (-3.807302, -4.558390, 2.639002)  0.099
H (-5.859899, -6.729229, 1.725205)  0.105
H (-6.284761, -5.801555, 3.270108)  0.110
H (-5.574015, -3.562561, 1.754089)  0.107
H (-7.208114, -4.436286, 1.530860)  0.102
H (-5.296836, -5.826629, -0.252769)  0.101
H (-6.800413, -4.819809, -0.700694)  0.103
H (-5.060328, -2.634392, -0.339878)  0.066
H (-5.225330, -3.588024, -1.925531)  0.098
H (-3.234788, -5.003735, -0.227670)  0.089
H (-2.723258, -3.253744, -0.132423)  0.080
H (-3.225298, -3.468211, -2.991587)  0.096
H (-2.663340, -5.197748, -2.550592)  0.105
H (-0.776102, -3.800905, -0.975406)  0.111
H (-0.508687, -4.326542, -2.779463)  0.112
H (0.097545, -1.965258, -3.048442)  0.107
H (-1.722037, -1.859844, -3.272178)  0.069
H (-0.869263, -1.568837, -0.283862)  0.072
H (1.808353, 0.343615, -2.097562)  0.138
H (1.646404, -2.237520, -1.538798)  0.083
H (2.925272, -1.296523, -0.621980)  0.100
H (1.397930, -1.772962, 0.254917)  0.083
H (2.607362, 1.399529, -0.153730)  0.142
H (0.922881, 2.063366, -0.435152)  0.131
H (-0.956290, 0.758617, 1.045376)  0.126
H (-0.636774, 3.031985, 2.951583)  0.111
H (0.839016, 3.209090, 1.817785)  0.101
H (-0.684908, 4.169651, 0.143600)  0.103
H (-1.499547, 2.541557, 0.006377)  0.085
H (-2.230484, 4.375366, 2.467922)  0.090
H (-2.752964, 4.950091, 0.771355)  0.105
H (-4.637894, 3.593591, 0.971141)  0.100
H (-3.571934, 2.067165, 0.927847)  0.062
H (-3.708779, 3.465735, 3.725550)  0.094
H (-3.998998, 1.685751, 3.289538)  0.096
H (-6.402505, 2.849036, 2.214060)  0.070
H (-6.214534, 2.287441, 4.000930)  0.072
H (-5.967179, 4.091318, 3.508959)  0.073
H (0.449437, 0.824352, 3.904963)  0.143
H (-1.329990, 1.032978, 3.541296)  0.105
C (1.906548, 5.344634, 3.153198)  -0.118
O (2.027624, 5.402382, 1.740582)  -0.215
C (1.623355, 6.656431, 1.188397)  -0.204
C (2.829964, 7.419212, 0.641823)  -0.208
N (3.689089, 7.897975, 1.723841)  -0.055
C (4.986156, 8.406046, 1.270308)  -0.196
C (5.935001, 7.413315, 0.581348)  -0.222
O (6.439314, 6.399423, 1.442429)  -0.179
C (5.585118, 5.277450, 1.601146)  -0.099
H (2.075707, 4.312189, 3.464557)  0.085
H (2.659634, 5.973101, 3.636551)  0.078
H (0.905887, 5.645378, 3.476573)  0.090
H (1.056848, 7.259748, 1.905122)  0.124
H (0.955504, 6.426394, 0.352195)  0.115
H (2.480177, 8.274081, 0.055301)  0.123
H (3.373009, 6.741511, -0.025896)  0.101
H (3.858213, 7.137177, 2.372898)  0.065
H (5.495314, 8.793582, 2.157743)  0.118
H (4.817195, 9.261296, 0.606737)  0.116
H (6.812111, 7.983942, 0.254547)  0.120
H (5.507989, 6.977912, -0.328125)  0.108
H (4.995755, 5.070635, 0.704669)  0.088
H (4.929637, 5.422189, 2.464118)  0.070
H (6.206470, 4.405825, 1.813398)  0.089
C (7.299322, -0.811656, -6.921003)  -0.114
O (6.864879, 0.514545, -6.664907)  -0.198
C (6.068020, 1.061740, -7.716427)  -0.209
C (4.616591, 1.224549, -7.265004)  -0.210
N (3.959094, -0.073074, -7.114947)  -0.054
C (2.660141, -0.005095, -6.441123)  -0.194
C (2.641240, 0.485247, -4.985366)  -0.222
O (3.265730, -0.403256, -4.065125)  -0.203
C (4.673904, -0.256244, -3.963789)  -0.091
H (8.026926, -1.081970, -6.153765)  0.089
H (6.464439, -1.515598, -6.861222)  0.075
H (7.781760, -0.887695, -7.899380)  0.087
H (6.139283, 0.473843, -8.637249)  0.121
H (6.474573, 2.055449, -7.928677)  0.120
H (4.073504, 1.819258, -8.005655)  0.122
H (4.626069, 1.776520, -6.318844)  0.101
H (4.560734, -0.688378, -6.578158)  0.065
H (2.248469, -1.018711, -6.457387)  0.119
H (1.985254, 0.617453, -7.038718)  0.118
H (1.589495, 0.534544, -4.678307)  0.118
H (3.031327, 1.502323, -4.873690)  0.111
H (4.999466, 0.773891, -4.125981)  0.091
H (5.174096, -0.929760, -4.664513)  0.071
H (4.974749, -0.558629, -2.959077)  0.087

Cartesian forces (eV/Å) of the 3 atoms listed first:
C -0.30 -0.01 -0.06
C 0.03 -0.38 -0.49
C 0.73 -0.07 0.58

## Properties
Structure (SMILES) = CCCCCCCCCCCCC[C@H](I)O[C@H](C)CO[C@H](CCCCCC)CC(=O)I.COCCNCCOC.COCCNCCOC
HOMO = -0.3237 Ha
Charge = 0
Total energy = -2727.139524 Ha
Orbital gap = 9.13 eV